{
  "formula": "C18H19N3O2S",
  "method": "wB97M-V/def2-TZVPD",
  "lumo_ev": -0.178,
  "relative_energy_kj_mol": 368.6,
  "gap_ev": 7.90,
  "homo_energy_ha": -0.2968,
  "total_energy_ha": -1410.18212,
  "species": ["O", "O", "N", "S", "C", "C", "C", "C", "C", "C", "C", "C", "C", "C", "C", "N", "N", "C", "C", "C", "C", "C", "C", "C", "H", "H", "H", "H", "H", "H", "H", "H", "H", "H", "H", "H", "H", "H", "H", "H", "H", "H", "H"],
  "positions_angstrom": [[-2.367, -2.372, -1.251], [1.344, 2.281, -3.104], [1.506, -3.010, -0.751], [2.150, -0.352, -1.397], [-1.183, -2.585, -1.278], [0.957, 2.067, -1.885], [0.654, -3.965, -0.641], [1.091, -1.729, -1.136], [1.173, -5.267, -0.162], [0.426, -6.375, -0.133], [-0.494, -0.020, -1.560], [-1.005, -6.237, -0.391], [0.737, 0.683, -1.593], [-0.176, -1.489, -1.434], [-1.513, -4.955, -0.813], [-0.698, -3.842, -0.934], [0.315, 3.127, -1.142], [-0.322, 4.143, -1.945], [-0.009, 1.744, 2.959], [-1.176, 2.422, 2.206], [1.281, 2.516, 2.658], [-1.125, 2.476, 0.730], [1.356, 2.418, 1.062], [0.186, 3.095, 0.283], [2.233, -5.390, 0.155], [0.968, -7.317, 0.118], [-1.430, 0.450, -1.761], [-1.658, -7.022, -0.129], [-2.595, -4.875, -0.940], [-1.108, 4.699, -1.410], [0.474, 4.771, -2.418], [-0.866, 3.625, -2.736], [0.074, 0.730, 2.623], [-0.035, 1.790, 4.072], [-1.319, 3.478, 2.556], [-2.089, 1.861, 2.561], [1.347, 3.609, 3.028], [2.170, 2.008, 2.952], [-1.244, 1.466, 0.445], [-1.954, 3.060, 0.316], [2.319, 2.792, 0.783], [1.387, 1.354, 0.793], [0.219, 4.135, 0.647]],
  "forces_ev_per_angstrom": [[-0.99, -0.13, -0.61], [-0.84, -0.20, 4.45], [1.08, 1.98, -0.26], [-1.02, -0.45, 0.50], [-0.01, 2.39, 0.65], [-1.37, 4.20, -4.63], [1.18, -0.98, 0.62], [2.25, -2.27, -0.06], [0.71, 0.47, -0.28], [-0.71, -0.27, 0.11], [3.83, -0.84, -0.46], [0.57, 3.98, -1.06], [-1.48, -3.21, 1.40], [-3.66, 1.63, 0.25], [0.39, -3.99, 1.68], [1.11, -1.31, -0.15], [1.94, -2.89, -1.48], [0.49, 0.36, -0.82], [0.78, 2.20, 1.05], [-1.80, 0.52, 3.20], [-0.73, 0.72, -2.90], [0.24, 0.59, -0.03], [-0.06, 0.09, 0.42], [0.48, -0.16, 1.62], [-0.86, 0.83, -0.62], [-1.08, 0.65, -0.09], [-0.48, -0.03, 0.08], [-0.84, -0.64, -0.25], [0.59, 0.57, -0.12], [0.79, -0.03, 0.23], [-1.02, -0.05, 0.37], [0.15, 0.14, -0.32], [0.23, -0.70, -0.05], [-1.09, -0.37, -0.67], [0.26, -0.78, 0.22], [0.54, 0.71, -0.55], [-0.48, -1.73, -0.54], [0.61, -0.40, 0.74], [0.18, -1.11, -1.15], [-0.08, -0.16, 0.15], [0.54, 0.60, -0.65], [-0.10, 0.11, 0.30], [-0.24, -0.03, -0.27]]
}